# 1
A structure of composition C29H30BrFeN3O3S4, computed with ωB97M-V/def2-TZVPD.

```
71
Properties=species:S:1:pos:R:3:forces:R:3:mulliken_spin:R:1
Fe 1.13587 -1.51453 -0.16856 0.2 -0.2 -0.5 2.8987
O 5.12050 -1.68240 -0.75412 0.0 0.0 0.1 0.0277
C 3.91753 -1.44719 -0.63984 0.0 0.0 0.0 0.0115
N 2.95056 -2.21679 -0.11742 0.0 -0.3 0.2 -0.0819
C 3.37193 -3.54353 0.33514 -0.2 0.2 0.0 0.0106
C 3.26761 -3.73954 1.83272 0.0 0.2 0.0 -0.0189
C 4.40647 -3.98792 2.59515 0.1 0.0 -0.1 0.0004
C 4.27892 -4.14849 3.96362 0.1 0.0 0.0 0.0001
C 3.02312 -4.04831 4.53803 -0.1 0.0 0.1 0.0008
C 1.94463 -3.79174 3.70394 0.0 0.0 -0.2 -0.0031
N 2.06022 -3.64904 2.38631 -0.1 -0.1 0.0 0.0074
C 3.36452 -0.15859 -1.20846 0.3 -0.1 0.1 0.0180
C 4.20307 0.82959 -1.77060 0.1 0.1 -0.1 0.3973
C 3.60644 2.00681 -2.26531 0.1 -0.1 0.1 -0.0737
C 2.25444 2.13181 -2.26305 0.0 0.0 -0.1 0.3163
C 1.36799 1.03206 -1.79310 -0.1 0.1 0.1 -0.0705
N 2.08447 -0.05280 -1.15121 -0.4 0.0 0.0 0.2504
H 4.40856 -3.68224 0.04380 0.1 -0.1 -0.1 -0.0071
H 2.75611 -4.29165 -0.16804 -0.1 0.0 0.0 0.0063
H 5.37524 -4.03945 2.11220 0.0 0.0 0.0 0.0000
H 5.15163 -4.33623 4.57930 0.0 0.0 0.0 0.0000
H 2.88198 -4.16117 5.60698 0.0 0.0 -0.1 0.0001
H 0.93955 -3.68538 4.10392 0.1 0.0 0.0 0.0008
H 5.26981 0.65360 -1.78120 -0.1 0.0 0.0 0.0098
H 4.23041 2.80624 -2.64721 0.0 0.0 0.0 0.0003
H 1.77045 3.00951 -2.67168 0.1 0.0 0.0 0.0079
H 0.93764 0.56308 -2.69766 0.0 -0.1 -0.1 0.0954
C -0.11195 5.15509 1.11432 0.0 0.0 0.1 -0.0009
C -1.40106 4.67212 0.43406 0.0 -0.1 -0.1 -0.0015
C -2.53641 4.76904 1.46199 0.0 0.0 0.0 -0.0006
C -1.72598 5.59747 -0.74579 0.0 0.1 0.0 0.0002
C -1.22500 3.23225 -0.06225 0.0 0.0 0.0 0.0161
C -0.03703 2.81357 -0.65445 0.1 0.1 -0.1 0.0297
C 0.15455 1.49106 -1.00320 0.1 0.0 0.1 -0.0044
Br 1.08766 -0.34675 1.94063 0.0 0.0 0.4 0.1675
C -0.79699 0.50355 -0.67193 0.2 -0.1 0.2 -0.0080
O -0.46477 -0.78099 -0.74241 -0.7 -0.1 -0.4 0.0298
C -2.07288 0.92441 -0.25641 -0.1 0.1 0.1 -0.0244
C -2.23149 2.28270 0.03855 -0.2 0.0 0.0 -0.0020
C -3.31775 0.02217 -0.16050 0.1 0.0 0.1 -0.0009
C -4.09947 0.31208 1.13380 0.0 0.0 0.0 0.0010
C -4.21135 0.34651 -1.36771 0.0 0.0 0.0 0.0002
C -3.03062 -1.48495 -0.18090 -0.1 0.0 0.0 0.0078
H -0.27711 6.13186 1.58333 0.0 -0.1 -0.1 0.0000
H 0.70874 5.26589 0.40214 0.0 0.0 0.0 0.0011
H 0.20317 4.44675 1.88495 0.0 0.1 0.0 0.0004
H -2.51955 5.75477 1.93877 0.0 -0.1 -0.1 0.0000
H -2.42525 4.00810 2.23910 0.0 0.1 0.0 0.0001
H -3.51743 4.64593 0.99541 0.0 0.0 0.0 0.0000
H -1.88814 6.62668 -0.40061 0.0 -0.1 0.0 0.0001
H -2.63131 5.25986 -1.25706 0.0 0.0 0.0 0.0001
H -0.90860 5.60462 -1.47223 0.0 0.0 0.0 -0.0003
H 0.75546 3.53207 -0.84625 -0.1 -0.1 0.1 -0.0194
H -3.20818 2.60903 0.37948 0.1 -0.1 0.0 -0.0007
H -4.55738 1.30487 1.13456 0.0 -0.1 0.0 0.0000
H -3.44034 0.23688 2.00287 0.0 0.0 0.0 -0.0001
H -4.90335 -0.42250 1.24603 0.0 0.1 0.0 -0.0002
H -4.45661 1.41214 -1.40779 0.0 -0.1 0.0 -0.0003
H -5.14454 -0.22338 -1.30817 0.0 0.0 0.0 -0.0001
H -3.70585 0.07510 -2.29911 0.0 0.0 0.1 0.0008
H -2.40901 -1.79121 0.66130 0.0 0.0 0.0 -0.0053
H -2.52297 -1.79087 -1.09351 0.0 0.0 0.0 -0.0043
H -3.98608 -2.01913 -0.12289 0.0 0.0 0.0 0.0015
O -3.21685 -5.96625 -3.59959 0.2 0.1 0.1 0.0329
C -2.36674 -5.30459 -3.05728 -0.1 -0.1 -0.1 0.0163
S -1.18057 -4.32219 -3.92719 -0.1 -0.1 0.1 0.0039
C -0.31649 -3.70318 -2.52870 -0.1 0.0 0.1 0.0959
C -0.79764 -4.12207 -1.27151 0.0 0.1 -0.2 0.1550
S -0.16159 -3.70358 0.21719 0.4 0.4 0.2 0.3031
S -2.17531 -5.20639 -1.30033 0.0 0.0 0.0 0.0089
S 0.99037 -2.70427 -2.77432 0.2 0.1 0.0 0.3964
```
Positions in Å, forces in eV/Å.

Summary:
Charge: -1
E: -6943.69270 a.u.
Gap between HOMO and LUMO (alpha / beta): 6.5 / 6.0 eV
2S+1: 6
Max |F|: 0.8 eV/Å

---

# 2
A structure of composition C29H30Cl12N2O4, computed with ωB97M-V/def2-TZVPD.

```
77
Properties=species:S:1:pos:R:3:forces:R:3:lowdin_charge:R:1
C -24.80944 18.93383 15.47866 -0.1 0.3 0.2 -1.9868
Cl -23.35298 18.53243 14.59815 0.0 0.2 -0.3 0.5798
Cl -24.61870 20.62526 16.09500 -0.3 -0.9 -0.1 0.4960
Cl -26.27096 18.83411 14.44657 0.6 0.2 0.2 0.5192
Cl -24.99585 17.73321 16.78019 0.0 0.5 0.0 0.5197
C -25.75183 14.50394 5.72457 0.1 0.1 -0.2 -2.0525
Cl -27.05235 13.35710 5.42689 -1.0 0.2 0.3 0.5202
Cl -26.20500 16.22618 5.63132 -0.3 -0.6 -0.1 0.5814
Cl -25.07853 14.18475 7.30826 0.2 0.0 0.2 0.5679
Cl -24.63722 14.15798 4.42617 1.0 0.2 -0.3 0.5420
C -31.55063 15.83661 7.98049 0.2 0.1 0.2 -2.0810
Cl -31.27739 15.51215 9.65713 0.5 0.3 1.4 0.5880
Cl -32.77716 14.74659 7.51854 -1.1 -1.5 -1.2 0.5659
Cl -32.27053 17.43576 7.79241 0.8 0.5 -0.3 0.5592
Cl -30.01944 15.48833 7.11857 -0.5 0.6 -0.3 0.5573
C -29.30379 17.47972 3.20202 0.5 -0.9 -0.7 0.0405
N -28.36712 18.19855 4.08669 0.9 -0.1 -1.7 -0.4712
O -27.23529 18.49113 3.67944 -1.4 -0.5 0.7 0.0183
O -28.86954 18.49944 5.12145 0.3 0.8 2.2 0.0586
H -30.23546 17.34000 3.75026 0.0 0.6 -0.5 0.0988
H -28.94029 16.46992 3.01154 0.5 0.1 -0.1 0.0985
H -29.26355 18.04967 2.27377 -0.7 -0.2 0.0 0.1064
C -28.36432 13.78809 9.63606 0.8 0.7 -0.8 -0.0111
N -27.21401 13.23388 10.36626 3.0 0.9 0.7 -0.4136
O -27.06750 12.04510 10.21558 0.0 -0.4 0.6 0.0637
O -26.34195 13.97817 10.92307 -2.8 -1.6 -1.3 0.0217
H -28.19503 13.42221 8.62335 -0.2 -0.2 0.0 0.0735
H -28.18609 14.86108 9.56514 -0.8 0.1 0.6 0.0660
H -29.29826 13.35902 9.99905 0.2 0.5 0.2 0.0909
C -22.24408 19.90173 6.51372 0.0 2.0 -0.8 -0.0955
C -22.08745 20.98032 5.63503 0.2 -0.4 1.5 -0.0907
C -22.63018 20.96545 4.36188 1.5 1.7 -0.2 -0.1239
C -23.30003 19.90673 3.86961 -1.2 -2.1 1.4 -0.0723
C -23.55155 18.85247 4.80403 -0.3 0.8 -2.6 -0.0833
C -23.03332 18.88725 6.06073 0.2 -1.9 0.7 -0.1270
H -21.84417 19.98463 7.51352 0.1 -0.3 0.0 0.1047
H -21.52925 21.81037 6.04226 0.1 0.4 -0.4 0.0969
H -22.39938 21.79999 3.71637 -0.1 0.2 -0.1 0.1020
H -23.66879 19.89126 2.85463 -0.1 -0.1 0.0 0.1036
H -24.12349 18.00617 4.45322 0.0 -0.2 0.2 0.0684
H -23.10123 17.98134 6.64478 -0.4 -0.1 0.3 0.0997
C -22.59988 15.82246 12.34398 1.3 -0.3 -0.2 -0.1040
C -21.44273 15.07920 12.61179 0.0 0.6 -1.2 -0.0889
C -21.37007 14.28505 13.71298 1.0 -0.3 0.5 -0.1263
C -22.38317 14.23693 14.62543 -1.4 0.7 0.3 -0.0915
C -23.55484 14.97759 14.38796 0.6 -0.6 -0.4 -0.0769
C -23.63861 15.76778 13.22211 -0.9 -1.0 0.7 -0.1671
H -22.72116 16.43220 11.46085 0.3 0.0 -0.2 0.1005
H -20.58177 15.07314 11.95978 -0.1 0.2 -0.3 0.1007
H -20.47844 13.71114 13.91798 0.2 -0.1 -0.1 0.1036
H -22.22657 13.64491 15.51503 -0.4 -0.1 0.1 0.1011
H -24.37578 14.80159 15.06729 -0.2 0.5 0.0 0.0926
H -24.53203 16.25333 12.85820 -0.4 0.1 0.7 0.0696
C -22.44404 22.40584 10.60595 0.3 1.0 0.6 -0.0895
C -22.99469 22.48988 9.36372 0.4 -0.3 -1.8 -0.1261
C -23.96140 21.63042 8.96697 -1.9 -0.4 -1.0 -0.1251
C -24.60103 20.87231 9.89110 -0.2 -1.8 1.8 -0.0857
C -24.10977 20.79397 11.19648 0.1 1.0 -0.5 -0.0812
C -23.03831 21.60581 11.58710 -0.2 -1.2 -0.4 -0.0683
H -21.56842 23.03673 10.64683 0.2 -0.1 1.2 0.1012
H -22.64861 23.05002 8.50764 0.9 0.6 0.5 0.1053
H -24.25165 21.55802 7.92922 -0.1 0.2 -0.1 0.1057
H -25.40147 20.16304 9.74070 -0.2 0.2 -0.9 0.0864
H -24.59319 20.06523 11.83023 0.1 0.2 0.5 0.0753
H -22.68589 21.41456 12.58990 0.5 0.5 0.0 0.0897
C -28.46064 17.70055 9.21109 -2.8 0.3 1.1 -0.1548
C -27.28695 17.77551 8.54680 -1.0 -0.5 -1.8 -0.1367
C -26.12303 17.54898 9.19623 0.9 0.3 1.5 -0.0923
C -26.15478 17.28596 10.59647 0.1 0.1 -1.1 -0.0664
C -27.37525 17.22732 11.26804 0.8 1.5 -0.3 -0.0935
C -28.52847 17.56095 10.56202 0.8 -1.5 1.8 -0.1143
H -29.46388 17.71858 8.81160 0.2 0.5 -1.1 0.0556
H -27.41480 17.88749 7.48026 0.7 0.3 -0.2 0.0651
H -25.24215 17.72946 8.59800 0.6 -0.4 0.4 0.0970
H -25.21892 17.17001 11.12288 0.0 -0.1 0.0 0.0760
H -27.41279 17.18423 12.34653 0.1 -0.5 0.1 0.0707
H -29.44281 17.48225 11.13140 -0.4 0.3 -0.3 0.0927
```
Positions in Å, forces in eV/Å.

Summary:
Charge: 0
E: -7055.49670 a.u.
Gap between HOMO and LUMO: 9.0 eV
Max |F|: 3.5 eV/Å

---

# 3
A cluster of 5 separate species, C29H30F32IN3O6P in total, computed with ωB97M-V/def2-TZVPD.

```
102
Properties=species:S:1:pos:R:3:forces:R:3:lowdin_charge:R:1
C 2.79457 -5.89670 -0.13318 -0.9 1.3 -0.6 0.0239
C 3.21730 -4.52083 -0.21605 0.7 -1.7 1.1 -0.0845
N 2.49527 -3.33243 0.24827 -0.9 1.6 -1.2 -0.0127
C 3.24325 -2.08822 0.30064 -3.7 4.1 1.8 0.0283
C 2.31787 -0.97012 0.83110 1.5 -6.4 -1.8 0.0121
N 1.07580 -1.76120 1.06663 0.7 -1.5 -0.9 -0.2733
P -0.24108 -0.77982 1.74936 -1.4 2.0 -0.1 0.5986
O -1.69403 -0.89906 0.86108 1.7 -0.6 0.9 -0.3834
I -0.64908 -1.77748 3.99995 0.0 -0.2 -1.0 0.4266
C 1.15051 -3.14824 0.71444 2.4 1.7 -0.6 -0.1075
C 0.01615 -4.23686 0.86248 -1.0 -0.2 0.6 -0.0057
C -1.30470 -3.85597 -0.00540 0.2 2.2 -3.4 -0.3527
O -1.06141 -3.13087 -1.03157 -0.9 -2.4 3.6 -0.0149
N -2.64080 -4.31030 0.26316 2.7 1.5 1.5 -0.1472
C -3.71632 -3.35522 -0.09977 -2.0 0.4 -0.5 -0.0683
C -2.82777 -5.01477 1.55263 -0.5 -1.9 0.9 -0.0901
H 3.19078 -6.62498 0.66595 0.8 0.8 -2.5 0.1036
H 2.06373 -6.25725 -0.95269 -0.2 0.7 2.5 0.0953
H 4.27200 -4.33463 -0.65014 -1.3 0.2 2.4 0.1347
H 4.31042 -1.81532 0.03590 -1.5 -1.4 0.2 0.1399
H 2.52088 0.15143 1.00066 -0.8 -2.2 -0.1 0.1152
H -2.02268 -0.01646 0.57820 0.6 -0.5 0.4 0.0576
H 0.30318 -5.29062 0.51282 0.2 1.8 0.5 0.1251
H -0.26184 -4.33011 1.97266 0.6 0.3 -1.5 0.0849
H -4.36524 -3.81810 -0.92856 1.0 0.8 1.2 0.1090
H -4.41191 -3.18387 0.80846 1.2 -0.4 -1.4 0.1077
H -3.37809 -2.32443 -0.44342 0.0 -1.7 0.4 0.0793
H -2.32722 -4.54497 2.46455 -0.6 -0.3 -1.3 0.0698
H -2.43100 -6.09900 1.44966 -0.6 1.8 0.2 0.1117
H -3.94584 -5.13363 1.82376 1.9 0.4 -0.7 0.1129
C 3.81287 -6.82206 -4.10461 -0.8 0.0 -0.1 -0.0451
C 4.95782 -6.49862 -3.12038 -0.4 -1.0 0.0 -0.4185
C 6.30843 -6.16714 -3.75297 1.0 0.3 0.0 -0.2986
F 6.80771 -7.18954 -4.46996 -0.2 0.1 0.2 0.1034
F 7.22603 -5.89673 -2.78893 -0.4 0.1 0.2 0.0942
F 5.06753 -7.50620 -2.22314 0.2 0.2 -0.2 0.1290
F 4.55907 -5.39933 -2.39957 0.4 0.2 -0.6 0.0481
O 3.53306 -8.20654 -4.34027 1.4 0.0 -0.2 0.0339
C 4.30910 -8.86490 -5.32380 -1.2 1.2 -0.2 -0.5012
C 5.16577 -9.99482 -4.74078 0.4 -0.7 0.3 -0.2756
F 6.01615 -9.53821 -3.79511 -0.3 0.2 -0.1 0.0945
F 5.92442 -10.56742 -5.70465 -0.4 0.3 -0.1 0.1062
F 5.02957 -7.95866 -6.01075 0.1 -0.5 0.0 0.1389
F 3.42605 -9.38276 -6.20627 0.3 -0.3 0.3 0.1512
H 2.89771 -6.44534 -3.63734 0.2 -0.2 0.1 0.1409
H 3.89589 -6.25930 -5.03837 0.3 -0.1 0.1 0.1478
H 6.23932 -5.28962 -4.40152 -0.2 0.0 0.0 0.1758
H 4.53867 -10.76591 -4.28695 -0.2 0.1 -0.1 0.1770
C -2.54905 0.89076 -2.98476 -0.3 -0.8 0.1 -0.0465
C -1.76970 1.56834 -4.13236 -0.9 -0.2 -0.4 -0.4327
C -0.73427 2.61170 -3.71594 0.8 0.6 -0.3 -0.3007
F -1.28418 3.65747 -3.06746 0.1 -0.1 -0.1 0.0889
F -0.11783 3.12707 -4.80868 -0.1 -0.4 0.0 0.1002
F -2.65141 2.08052 -5.02140 0.3 0.1 0.2 0.1370
F -1.10694 0.57349 -4.79614 0.3 0.2 0.4 0.1057
O -3.84840 1.41990 -2.69787 0.7 1.4 0.4 0.0384
C -3.88496 2.54221 -1.83974 0.3 -1.8 0.0 -0.5033
C -4.42957 3.79548 -2.53086 -0.3 0.7 -0.6 -0.2704
F -3.68850 4.13106 -3.60720 -0.1 -0.3 0.2 0.1024
F -4.39766 4.86093 -1.69172 0.0 -0.3 0.3 0.0930
F -2.66599 2.73053 -1.29373 -0.3 0.4 0.3 0.1187
F -4.70135 2.20264 -0.81487 -0.1 0.4 -0.2 0.1418
H -2.74365 -0.13523 -3.31124 0.0 0.2 -0.2 0.1517
H -1.94559 0.78003 -2.07959 0.1 0.3 -0.2 0.1304
H 0.03647 2.17336 -3.07596 -0.1 -0.2 0.0 0.1701
H -5.45864 3.64326 -2.86473 0.0 -0.2 0.2 0.1803
C 2.92586 5.21055 4.12917 0.6 0.7 0.1 -0.0377
C 1.50333 5.05596 4.71213 0.0 0.7 -0.7 -0.4311
C 1.14710 3.66210 5.22685 -0.6 -0.4 0.7 -0.2946
F 1.18321 2.72517 4.25531 0.0 0.0 0.0 0.0747
F -0.11807 3.64866 5.71648 0.2 0.3 0.0 0.0977
F 0.59898 5.49269 3.80034 0.1 -0.4 0.2 0.1273
F 1.41253 5.92040 5.76640 0.2 -0.5 0.1 0.1102
O 3.04718 5.13536 2.70235 -0.7 -1.6 -0.1 0.0423
C 3.14878 3.84102 2.15029 1.1 1.4 1.2 -0.5068
C 1.96233 3.49641 1.24684 -0.8 0.4 -0.3 -0.2593
F 0.79248 3.56422 1.91480 0.3 0.0 -0.1 0.0952
F 2.06380 2.22322 0.77431 0.4 -0.2 0.0 0.0495
F 3.33499 2.94162 3.13612 -0.1 -0.4 -0.6 0.1286
F 4.28788 3.83223 1.41994 -0.5 -0.2 -0.3 0.1478
H 3.24392 6.22922 4.36973 -0.3 -0.1 -0.1 0.1533
H 3.65419 4.56979 4.63340 -0.3 -0.1 -0.1 0.1459
H 1.81801 3.35229 6.03233 0.1 0.2 0.0 0.1758
H 1.90433 4.18019 0.39696 0.2 0.0 0.1 0.1813
C -3.58886 5.83588 1.85762 0.7 -0.3 -0.4 -0.0448
C -4.75755 5.32799 2.72871 0.9 0.0 0.5 -0.4312
C -6.09263 6.04808 2.54714 -0.9 0.0 0.1 -0.2989
F -6.02427 7.35388 2.86908 0.1 -0.2 0.0 0.0951
F -7.03488 5.50692 3.36117 0.3 -0.3 0.0 0.0940
F -4.37268 5.32783 4.02685 -0.3 0.1 -0.2 0.1296
F -4.95064 4.01356 2.39713 -0.3 0.2 -0.3 0.0938
O -2.66751 6.74632 2.47529 -1.2 0.8 0.3 0.0305
C -3.02873 8.11313 2.46633 0.4 -1.2 -1.2 -0.5034
C -3.24320 8.67621 3.87607 -0.1 0.3 0.8 -0.2757
F -4.21220 8.00779 4.53777 0.2 -0.1 -0.2 0.0963
F -3.63106 9.97319 3.82100 0.2 -0.1 -0.4 0.1008
F -4.09199 8.29369 1.66065 0.1 0.5 0.3 0.1366
F -2.00060 8.76385 1.87397 -0.1 0.1 0.5 0.1437
H -2.97722 4.95776 1.62909 -0.1 0.1 0.3 0.1439
H -3.92409 6.19780 0.88179 -0.2 0.1 0.3 0.1374
H -6.45368 5.96287 1.51872 0.2 -0.1 -0.1 0.1738
H -2.32570 8.61176 4.46589 0.1 -0.1 -0.2 0.1756
```
Positions in Å, forces in eV/Å.

Summary:
Charge: +1
E: -5573.05896 a.u.
Gap between HOMO and LUMO: 6.6 eV
Max |F|: 6.8 eV/Å